one:
Below is 4 unconnected molecules or ions with the total composition C2H14NO3, with properties calculated with wB97M-V/def2-TZVPD.

Properties
orbital gap: 11.645 eV
total charge: +1

Geometry (Å):
1 C -0.0919 0.7906 -0.7615
2 N 0.0134 -0.7096 -0.9024
3 C -1.4272 -1.4268 -1.1867
4 H -0.0687 1.3300 -1.6903
5 H 0.3826 1.1136 0.1047
6 H -1.1586 0.9230 -0.5726
7 H 0.6531 -0.8514 -1.7104
8 H 0.6870 -1.0188 -0.2006
9 H -2.2850 -0.7833 -1.6653
10 H -1.3171 -2.3360 -1.9547
11 H -1.8519 -1.7545 -0.2697
12 H 2.4154 -1.6608 1.3633
13 H 2.5609 -0.8493 0.0010
14 O 1.9662 -1.3587 0.5585
15 H 1.4576 3.8022 1.0054
16 H 2.6669 3.3306 1.7456
17 O 1.9756 3.0434 1.1618
18 H -2.1711 -1.2654 1.6318
19 H -2.4680 0.1111 1.9756
20 O -1.9392 -0.4298 1.3665

natural (NBO) population analysis, charges in e, atoms 1 to 5: atom 1 (C): -0.44, atom 2 (N): -0.54, atom 3 (C): -0.41, atom 4 (H): 0.23, atom 5 (H): 0.25


two:
Below is 4 unconnected molecules or ions with the total composition C2H14NO3, with properties calculated with wB97M-V/def2-TZVPD.

Properties
orbital gap: 12.499 eV
total charge: +1

Geometry (Å):
1 C -1.3395 1.5113 -1.1327
2 C 0.0314 1.8396 -0.5860
3 N 0.7758 0.5605 -0.2066
4 H -1.7249 2.3475 -1.7030
5 H -1.2529 0.7009 -1.8429
6 H -1.9725 1.2244 -0.2945
7 H 0.6846 2.4245 -1.2245
8 H 0.0566 2.4215 0.3352
9 H 0.6426 0.4568 0.8076
10 H 1.7723 0.6817 -0.3378
11 H 0.5778 -0.2885 -0.7730
12 H 0.7219 -2.5441 -2.0336
13 H -0.0399 -2.3472 -0.6939
14 O 0.5720 -1.9074 -1.3294
15 H 1.4302 1.9329 2.8159
16 H 0.5170 0.9788 3.5246
17 O 0.9932 1.0802 2.6879
18 H -0.2412 -3.8684 1.1994
19 H -1.5386 -3.7913 0.3194
20 O -0.6659 -3.4137 0.4678

natural (NBO) population analysis, charges in e, atoms 1 to 5: atom 1 (C): -0.63, atom 2 (C): -0.21, atom 3 (N): -0.71, atom 4 (H): 0.25, atom 5 (H): 0.23


Bottom line: two, by a margin of 0.0840 hartree.


one:
Below is 6 unconnected molecules or ions with the total composition CH14O6, with properties calculated with wB97M-V/def2-TZVPD.

Properties
orbital gap: 11.213 eV
total charge: 0
SMILES: CO.O.O.O.O.O

Geometry (Å):
1 C 1.3383 -0.2888 -2.5634
2 O 0.0512 -0.6986 -2.0787
3 H 1.1753 0.3396 -3.4404
4 H 1.8948 -1.1514 -2.9358
5 H 1.9046 0.2144 -1.7798
6 H -0.5204 0.0472 -2.2873
7 O -1.1736 1.6981 -0.1577
8 H -0.8476 1.3004 0.6635
9 H -1.7974 2.3727 0.1395
10 O 0.5446 0.8647 2.0043
11 H 0.7998 0.0863 1.4706
12 H 1.2412 1.5153 1.8753
13 O 0.4358 -1.6781 4.7210
14 H 0.4165 -1.8344 3.7813
15 H 1.3270 -1.9052 4.9986
16 O -2.5783 1.3686 -2.6197
17 H -3.2603 1.9672 -2.9272
18 H -2.6232 1.3204 -1.6566
19 O 1.2828 -1.4802 0.3676
20 H 1.9799 -1.7837 -0.2312
21 H 0.4835 -1.4472 -0.1812

natural (NBO) population analysis, charges in e, atoms 1 to 5: atom 1 (C): -0.26, atom 2 (O): -0.76, atom 3 (H): 0.18, atom 4 (H): 0.17, atom 5 (H): 0.17


two:
Below is 6 unconnected molecules or ions with the total composition CH14O6, with properties calculated with wB97M-V/def2-TZVPD.

Properties
orbital gap: 10.870 eV
total charge: 0
SMILES: CO.O.O.O.O.O

Geometry (Å):
1 C 1.1382 3.0079 0.1160
2 O 1.0139 1.6587 0.5850
3 H 1.7792 3.6138 0.7759
4 H 1.4642 2.9290 -0.9030
5 H 0.1870 3.5143 -0.0060
6 H 1.5826 1.1001 0.0500
7 O -2.3903 -1.6279 0.7924
8 H -2.8959 -2.0412 1.4978
9 H -2.2209 -0.6996 1.1258
10 O -1.4843 1.1153 1.6535
11 H -0.5429 1.0221 1.5257
12 H -1.5057 1.5292 2.5216
13 O 2.3858 0.0224 -1.0573
14 H 1.6393 -0.5653 -1.4343
15 H 3.0179 0.1835 -1.7495
16 O -0.7556 -3.5086 -0.5245
17 H -1.3810 -2.9426 -0.1057
18 H -0.8899 -4.3935 -0.1881
19 O 0.1501 -1.2530 -1.9122
20 H 0.2007 -1.9550 -1.2830
21 H -0.4923 -0.7098 -1.4802

natural (NBO) population analysis, charges in e, atoms 1 to 5: atom 1 (C): -0.25, atom 2 (O): -0.79, atom 3 (H): 0.17, atom 4 (H): 0.17, atom 5 (H): 0.17


Bottom line: two, by a margin of 0.0123 hartree.


one:
Below is a gas-phase ion, C12H17N2 (charge +1), with properties calculated with wB97M-V/def2-TZVPD.

Properties
orbital gap: 7.542 eV
total charge: +1
SMILES: CNc1ccccc1[C@]1(C)C=[NH+]CC1

Geometry (Å):
1 C 2.3909 1.8998 -0.4727
2 N 1.1306 1.7680 -1.1429
3 C -0.1087 1.7775 -0.4656
4 C -0.9782 2.8895 -0.4264
5 C -2.1666 2.8346 0.2503
6 C -2.5197 1.7947 1.0701
7 C -1.6758 0.7234 1.0535
8 C -0.5719 0.6165 0.2883
9 C 0.0566 -0.8858 0.2191
10 C 0.7819 -1.2396 1.5070
11 C 0.9388 -1.2955 -0.8405
12 N 0.5574 -2.3809 -1.5030
13 C -0.7092 -2.9359 -1.0161
14 C -1.1453 -1.9757 0.1141
15 H 2.7531 2.9016 -0.6475
16 H 2.1785 1.8236 0.6179
17 H 3.1840 1.1154 -0.8142
18 H 0.9786 2.3719 -1.9296
19 H -0.6430 3.8424 -0.9231
20 H -2.6988 3.7547 0.3211
21 H -3.5476 1.8356 1.4847
22 H -2.0448 -0.1511 1.6207
23 H 1.2744 -2.1961 1.4216
24 H 0.1075 -1.3635 2.2127
25 H 1.4542 -0.5649 1.9540
26 H 1.9377 -0.8074 -1.0310
27 H 1.0757 -2.8088 -2.2772
28 H -0.5572 -4.0468 -0.9059
29 H -1.4299 -2.8378 -1.8270
30 H -2.0976 -1.5571 -0.0534
31 H -1.2578 -2.5419 0.9997

natural (NBO) population analysis, charges in e, atoms 1 to 5: atom 1 (C): -0.41, atom 2 (N): -0.65, atom 3 (C): 0.17, atom 4 (C): -0.24, atom 5 (C): -0.18


two:
Below is 2 unconnected molecules or ions with the total composition C12H17N2, with properties calculated with wB97M-V/def2-TZVPD.

Properties
orbital gap: 8.086 eV
total charge: +1

Geometry (Å):
1 C 1.1362 -0.6471 -3.2802
2 C -0.0272 -1.3644 -3.1719
3 C 1.4276 0.5476 -2.5723
4 C -1.0454 -0.8725 -2.3176
5 C 0.4063 1.0448 -1.7704
6 C -0.8133 0.3376 -1.6430
7 C -3.6292 0.4991 0.8449
8 C -2.8550 0.1728 -0.3074
9 C 0.8447 -0.6589 1.3717
10 C 1.8276 1.3837 2.2741
11 C 2.5079 -1.0154 2.9022
12 C -1.7462 0.8481 -0.6401
13 N 1.6907 -0.0774 2.1676
14 N 0.0042 -1.1866 0.7814
15 H 2.0151 -0.9922 -3.8141
16 H -0.1151 -2.4123 -3.6975
17 H 2.4143 1.0292 -2.6904
18 H -1.8158 -1.5418 -1.8841
19 H 0.6436 1.9746 -1.1841
20 H -2.9334 0.8046 1.6862
21 H -4.1738 -0.4634 1.1312
22 H -3.0735 -0.7913 -0.8820
23 H 1.7237 1.6966 3.2969
24 H 2.8720 1.6545 2.0429
25 H 1.0967 1.7948 1.6254
26 H 3.5743 -0.7006 2.7440
27 H 2.2403 -0.7511 3.9125
28 H 2.2417 -1.9879 2.4925
29 H -1.4197 1.9039 -0.3182
30 H -4.4240 1.2017 0.8603
31 H -0.5953 -1.4306 0.0396

natural (NBO) population analysis, charges in e, atoms 1 to 5: atom 1 (C): -0.22, atom 2 (C): -0.19, atom 3 (C): -0.19, atom 4 (C): -0.23, atom 5 (C): -0.22


Bottom line: one, by a margin of 0.0626 hartree.


one:
Below is a molecular structure, C5H6ClNO, with properties calculated with wB97M-V/def2-TZVPD.

Properties
orbital gap: 9.937 eV
total charge: 0

Geometry (Å):
1 C -3.6739 -0.9026 0.3233
2 C 0.2332 0.4023 0.7254
3 C 0.8245 1.4929 -0.0930
4 C -0.6359 -0.6386 0.1298
5 C -2.5431 -0.1106 0.5276
6 N -4.6717 -1.4342 0.1831
7 O 0.4611 0.2814 1.9045
8 Cl -2.8004 1.2683 -0.6255
9 H 0.0289 1.8625 -0.7794
10 H 1.5338 1.0226 -0.7680
11 H 1.4421 2.1097 0.5888
12 H -0.6612 -0.6744 -1.0215
13 H -0.4385 -1.6354 0.4772
14 H -2.3410 0.3548 1.4398

natural (NBO) population analysis, charges in e, atoms 1 to 5: atom 1 (C): 0.20, atom 2 (C): 0.52, atom 3 (C): -0.73, atom 4 (C): -0.40, atom 5 (C): -0.25


two:
Below is C5H6ClNO in the gas phase, with properties calculated with wB97M-V/def2-TZVPD.

Properties
orbital gap: 9.979 eV
total charge: 0
SMILES: O[C@H]1[C@H]2C=C(Cl)[C@@H]1N2

Geometry (Å):
1 O 1.8179 1.6956 -0.0147
2 C 1.4901 0.4230 -0.4009
3 C 1.2873 -0.6266 0.7132
4 C -0.0776 -0.2920 1.2903
5 C -0.7794 -0.0630 0.2279
6 Cl -2.3604 0.2698 -0.1208
7 C 0.1676 -0.3563 -0.9886
8 N 0.8653 -1.5693 -0.4057
9 H 0.9317 2.1019 0.3872
10 H 2.3634 -0.1151 -0.9879
11 H 1.9913 -1.0023 1.3323
12 H -0.0828 -0.6630 2.3646
13 H 0.1076 -0.1777 -2.1323
14 H 1.6870 -1.8199 -1.0034

natural (NBO) population analysis, charges in e, atoms 1 to 5: atom 1 (O): -0.69, atom 2 (C): 0.13, atom 3 (C): -0.13, atom 4 (C): -0.26, atom 5 (C): -0.08


Bottom line: one, by a margin of 0.0622 hartree.


one:
Below is CH3N5 in the gas phase, with properties calculated with wB97M-V/def2-TZVPD.

Properties
orbital gap: 10.426 eV
total charge: 0
SMILES: Nc1nn[nH]n1

Geometry (Å):
1 N 0.4003 -0.1693 -1.6358
2 C 0.0043 -0.0869 -0.3322
3 N -0.9671 -0.8810 0.2161
4 N -0.9908 -0.6169 1.4834
5 N -0.1370 0.3987 1.6536
6 N 0.5318 0.7226 0.5387
7 H 0.8504 0.6598 -1.9946
8 H -0.2927 -0.5677 -2.2457
9 H 0.6077 0.5456 2.3115

natural (NBO) population analysis, charges in e, atoms 1 to 5: atom 1 (N): -0.80, atom 2 (C): 0.42, atom 3 (N): -0.28, atom 4 (N): -0.01, atom 5 (N): -0.22


two:
Below is CH3N5 in the gas phase, with properties calculated with wB97M-V/def2-TZVPD.

Properties
orbital gap: 9.664 eV
total charge: 0
SMILES: [H]/N=c1/nn[nH][nH]1

Geometry (Å):
1 H -1.8989 1.7712 0.2395
2 N -1.4158 1.3906 -0.5518
3 C -0.4865 0.5887 -0.3258
4 N 0.2211 0.0268 -1.5032
5 N 1.0269 -0.8643 -1.1263
6 N 0.9532 -0.9962 0.2859
7 N -0.0755 -0.2100 0.8794
8 H 1.2144 -1.9592 0.4630
9 H 0.4611 0.2524 1.6392

natural (NBO) population analysis, charges in e, atoms 1 to 5: atom 1 (H): 0.36, atom 2 (N): -0.63, atom 3 (C): 0.47, atom 4 (N): -0.22, atom 5 (N): 0.05


Bottom line: one, by a margin of 0.0599 hartree.


one:
Below is a molecular structure, C13H9N6O4Ti, with properties calculated with wB97M-V/def2-TZVPD.

Properties
multiplicity: 2
expectation value of S²: 0.75
orbital gap (alpha / beta): 8.414 / 8.417 eV
total charge: +2

Geometry (Å):
1 Ti -0.4240 0.0589 0.2557
2 O 3.0364 1.4814 2.1520
3 C 2.0388 0.8095 1.6915
4 O 1.1256 1.2974 0.9970
5 C 1.9677 -0.6335 2.0318
6 C 2.7828 -1.3896 2.8471
7 C 2.4123 -2.7232 3.0559
8 C 1.2579 -3.2378 2.4805
9 C 0.5025 -2.3937 1.6766
10 N 0.8804 -1.1470 1.4570
11 C -0.8177 -2.6925 0.9959
12 O -1.3620 -3.7402 0.9835
13 O -1.2801 -1.5495 0.4042
14 H 2.9998 2.4249 1.9079
15 H 3.6617 -0.9679 3.3149
16 H 3.0249 -3.3502 3.6901
17 H 0.9334 -4.2561 2.6494
18 N 0.6279 -0.0542 -3.8734
19 C 0.9346 -0.4963 -2.6638
20 N 0.1178 0.0833 -1.7886
21 C -0.6836 0.8824 -2.5721
22 N -0.3955 0.8210 -3.8393
23 C -1.7464 1.6680 -1.9464
24 C -2.6164 2.4981 -2.6340
25 N -3.5704 3.1670 -1.9973
26 C -3.6657 3.0134 -0.6847
27 C -2.7994 2.1852 0.0210
28 N -1.8357 1.5139 -0.6125
29 H 1.0522 -0.2990 -4.7588
30 H 1.7152 -1.2097 -2.4562
31 H -2.5376 2.6174 -3.7075
32 H -4.4494 3.5547 -0.1704
33 H -2.8881 2.0638 1.0929

natural (NBO) population analysis, charges in e, atoms 1 to 5: atom 1 (Ti): 1.71, atom 2 (O): -0.57, atom 3 (C): 0.84, atom 4 (O): -0.66, atom 5 (C): 0.05


two:
Below is a molecular structure, C13H9N6O4Ti, with properties calculated with wB97M-V/def2-TZVPD.

Properties
multiplicity: 2
expectation value of S²: 0.75
orbital gap (alpha / beta): 7.689 / 7.947 eV
total charge: +2

Geometry (Å):
1 Ti 0.1052 0.1009 -0.7977
2 O 0.0866 4.1239 -0.4547
3 C -0.0994 2.8504 -0.4408
4 O 0.4659 2.0543 -1.1989
5 C -1.2004 2.3174 0.4254
6 C -2.2276 3.0292 0.9770
7 C -3.4469 2.3617 1.1690
8 C -3.6207 1.1008 0.6279
9 C -2.5051 0.4548 0.1219
10 N -1.2994 1.0000 0.2148
11 C -2.4972 -0.6945 -0.8949
12 O -3.3575 -1.4855 -1.0428
13 O -1.3337 -0.5987 -1.6259
14 H 0.6842 4.3917 -1.1839
15 H -2.1269 4.0906 1.1679
16 H -4.2829 2.8833 1.6158
17 H -4.5991 0.6451 0.5385
18 N 4.2572 0.2726 0.0507
19 C 3.1752 1.0225 0.0389
20 N 2.1055 0.2280 -0.0106
21 C 2.6597 -1.0338 -0.0458
22 N 3.9578 -1.0510 0.0018
23 C 1.7652 -2.1992 -0.0371
24 C 2.2125 -3.5005 -0.0422
25 N 1.3629 -4.5253 0.0287
26 C 0.0717 -4.2259 0.1302
27 C -0.3840 -2.9181 0.1343
28 N 0.4586 -1.8890 0.0388
29 H 5.2248 0.5673 0.0969
30 H 3.1888 2.0986 0.0818
31 H 3.2729 -3.7151 -0.1014
32 H -0.6338 -5.0440 0.1998
33 H -1.4402 -2.7126 0.2167

natural (NBO) population analysis, charges in e, atoms 1 to 5: atom 1 (Ti): 1.65, atom 2 (O): -0.57, atom 3 (C): 0.83, atom 4 (O): -0.63, atom 5 (C): 0.07


Bottom line: one, by a margin of 0.0627 hartree.